1.
C45H44IN6P2STl | the ωB97M-V functional and the def2-TZVPD basis

ΔE to the lowest compared entry with this formula, charge and spin   40.66 kcal per mole
Strongest force on any atom   2.3 eV Å⁻¹
E_tot   -3620.20546 hartree
HOMO level (alpha / beta)   -12.184 / -12.174 eV
Gap between HOMO and LUMO (alpha / beta)   0.158 / 0.231 Eh

Geometry as ORCA input:
```
! wB97M-V def2-TZVPD RIJCOSX def2/J DEFGRID3
* xyz 2 1
Tl 0.548 -1.485 -0.485
C -2.234 2.367 -0.536
N -1.275 3.239 0.158
C 0.156 3.222 -0.285
P 1.147 1.592 -0.301
C 2.415 1.796 1.007
C 3.699 1.239 0.857
C 4.596 1.252 1.938
C 4.257 1.787 3.175
C 2.987 2.381 3.302
C 2.088 2.414 2.244
C 2.131 1.923 -1.778
C 1.914 1.076 -2.881
C 2.797 1.169 -3.979
C 3.898 2.032 -3.981
C 4.086 2.874 -2.852
C 3.195 2.851 -1.779
C -1.741 4.356 0.916
C -1.101 5.629 0.838
C -1.685 6.740 1.462
C -2.905 6.668 2.101
C -3.510 5.412 2.199
C -2.914 4.269 1.694
P -2.122 0.519 -0.069
C -3.292 0.433 1.344
C -2.988 -0.422 2.429
C -3.865 -0.477 3.515
C -5.071 0.252 3.509
C -5.402 1.017 2.383
C -4.554 1.054 1.269
C -3.148 -0.158 -1.441
C -4.285 -0.952 -1.196
C -5.015 -1.470 -2.278
C -4.674 -1.191 -3.614
C -3.499 -0.455 -3.844
C -2.733 0.041 -2.778
H -2.104 2.418 -1.648
H -3.241 2.738 -0.340
H 0.679 3.907 0.364
H 0.229 3.646 -1.306
H 4.003 0.790 -0.080
H 5.599 0.854 1.776
H 4.915 1.801 4.012
H 2.705 2.907 4.211
H 1.123 2.912 2.342
H 1.085 0.373 -2.924
H 2.617 0.532 -4.840
H 4.555 2.090 -4.844
H 4.938 3.544 -2.786
H 3.283 3.567 -0.962
H -0.171 5.742 0.324
H -1.153 7.702 1.450
H -3.350 7.574 2.529
H -4.440 5.341 2.730
H -3.354 3.301 1.916
H -2.083 -1.032 2.429
H -3.587 -1.066 4.400
H -5.763 0.207 4.337
H -6.292 1.655 2.395
H -4.891 1.523 0.349
H -4.600 -1.189 -0.186
H -5.858 -2.150 -2.065
H -5.308 -1.562 -4.423
H -3.144 -0.216 -4.842
H -1.788 0.545 -2.927
C 5.255 -1.528 -2.445
N 4.272 -2.635 -2.509
C 4.001 -3.403 -3.639
C 2.961 -4.207 -3.344
N 2.580 -4.005 -2.029
C 3.395 -3.017 -1.481
S 3.389 -2.378 0.052
C 1.475 -4.647 -1.378
C 1.484 -6.069 -1.500
C 0.591 -6.831 -0.698
C -0.328 -6.150 0.064
C -0.512 -4.676 -0.037
N 0.532 -3.965 -0.780
H 6.023 -1.767 -3.215
H 5.715 -1.550 -1.458
H 4.813 -0.535 -2.637
H 4.588 -3.296 -4.573
H 2.481 -4.995 -3.896
H 2.315 -6.516 -2.052
H 0.697 -7.925 -0.684
H -1.024 -6.693 0.674
H -0.489 -4.165 0.962
N 1.484 -2.375 3.294
C 1.462 -2.053 4.612
C 0.697 -0.855 4.714
C 0.330 -0.533 3.397
N 0.748 -1.496 2.527
H 1.934 -3.163 2.850
H 1.921 -2.646 5.380
H 0.484 -0.317 5.612
H -0.276 0.309 3.047
I -3.572 -4.678 0.673
C -1.854 -4.365 -0.656
H -1.989 -3.333 -0.984
H -2.086 -4.994 -1.522
*
```

Results of the Löwdin charge analysis, in e, for atoms 1 through 99: 0.62, -0.25, -0.05, -0.25, 0.95, -0.38, -0.11, -0.06, -0.05, -0.07, -0.11, -0.42, -0.11, -0.08, -0.06, -0.05, -0.09, -0.17, 0.03, -0.04, -0.03, -0.03, 0.01, 0.99, -0.40, -0.10, -0.06, -0.05, -0.07, -0.13, -0.39, -0.10, -0.06, -0.05, -0.07, -0.11, 0.12, 0.08, 0.06, 0.12, 0.08, 0.11, 0.10, 0.11, 0.09, 0.06, 0.11, 0.11, 0.11, 0.12, 0.11, 0.13, 0.13, 0.12, 0.10, 0.08, 0.12, 0.11, 0.12, 0.11, 0.09, 0.12, 0.11, 0.11, 0.08, -0.01, -0.10, -0.03, -0.05, -0.01, -0.74, 0.60, -0.27, 0.04, -0.03, -0.01, -0.46, -0.02, 0.11, 0.07, 0.08, 0.15, 0.13, 0.12, 0.13, 0.10, 0.14, -0.02, -0.06, -0.05, -0.18, -0.02, 0.13, 0.12, 0.09, 0.10, 0.78, -0.56, 0.01

---

2.
C45H44N10O3ReSSbSe4 | the ωB97M-V functional and the def2-TZVPD basis

Expectation value of S²   3.777
Strongest force on any atom   2.2 eV Å⁻¹
E_tot   -12837.12193 hartree
HOMO level (alpha / beta)   -4.188 / -4.165 eV
Gap between HOMO and LUMO (alpha / beta)   0.192 / 0.178 Eh

Geometry as ORCA input:
```
! wB97M-V def2-TZVPD RIJCOSX def2/J DEFGRID3
* xyz -1 4
Re -1.018 0.344 -0.328
O 0.059 1.590 2.766
C -0.574 0.544 2.726
O -1.214 0.125 1.647
C -0.641 -0.369 3.901
C -1.164 0.173 5.073
C -1.277 -0.582 6.225
C -0.822 -1.897 6.202
C -0.288 -2.438 5.047
C -0.192 -1.707 3.845
S 0.483 -2.493 2.422
H -1.502 1.203 5.064
H -1.707 -0.160 7.124
H -0.885 -2.507 7.097
H 0.072 -3.459 5.038
C 0.466 5.909 -0.001
N -0.151 4.598 0.125
C 0.268 3.398 -0.265
N -0.605 2.486 0.114
C -1.568 3.210 0.771
N -1.322 4.489 0.793
C 0.969 6.363 1.353
C 0.614 7.602 1.865
C 0.974 7.957 3.161
C 1.644 7.058 3.972
C 2.009 5.818 3.457
C 1.702 5.491 2.143
C 2.598 4.789 4.316
N 2.876 4.816 5.570
N 3.280 3.511 5.907
C 3.220 2.830 4.819
O 2.810 3.573 3.765
C 3.489 1.415 4.565
C 3.491 0.486 5.597
C 3.685 -0.854 5.302
C 3.880 -1.266 3.990
C 3.914 -0.332 2.962
C 4.204 -0.740 1.544
N 3.007 -0.734 0.706
C 1.856 -0.117 0.886
N 1.095 -0.295 -0.197
C 1.862 -1.099 -0.991
N 3.031 -1.377 -0.485
C 3.713 1.005 3.258
H -0.297 6.597 -0.356
H 1.258 5.835 -0.746
H 1.170 3.215 -0.826
H -2.452 2.781 1.209
H 0.026 8.284 1.262
H 0.686 8.924 3.551
H 1.865 7.289 5.006
H 1.985 4.517 1.765
H 3.322 0.823 6.611
H 3.678 -1.587 6.098
H 4.006 -2.317 3.764
H 4.612 -1.747 1.493
H 4.931 -0.062 1.095
H 1.618 0.510 1.730
H 1.547 -1.478 -1.949
H 3.743 1.746 2.467
C -4.005 -6.014 -1.233
C -2.488 -5.803 -1.341
C -2.019 -6.307 -2.704
C -1.779 -6.607 -0.241
C -2.180 -4.326 -1.134
C -2.504 -3.702 0.064
C -2.190 -2.374 0.268
N -1.587 -1.648 -0.678
C -1.322 -2.202 -1.869
C -1.593 -3.533 -2.117
C -0.867 -1.234 -2.900
C -0.649 -1.559 -4.226
C -0.410 -0.561 -5.167
C -0.508 0.754 -4.724
C -0.672 1.015 -3.379
N -0.761 0.036 -2.473
C 0.008 -0.863 -6.599
C -0.092 -2.350 -6.935
C -0.852 -0.066 -7.589
C 1.477 -0.427 -6.737
H -4.238 -7.075 -1.354
H -4.535 -5.452 -2.003
H -4.385 -5.695 -0.262
H -2.234 -7.374 -2.786
H -0.943 -6.172 -2.837
H -2.543 -5.803 -3.519
H -1.961 -7.674 -0.384
H -2.140 -6.332 0.750
H -0.702 -6.431 -0.260
H -2.993 -4.232 0.869
H -2.425 -1.864 1.190
H -1.350 -3.939 -3.087
H -0.693 -2.597 -4.518
H -0.464 1.594 -5.402
H -0.765 2.026 -3.007
H -1.123 -2.706 -6.861
H 0.537 -2.960 -6.284
H 0.243 -2.508 -7.961
H -1.915 -0.243 -7.420
H -0.608 -0.370 -8.609
H -0.675 1.007 -7.510
H 2.114 -0.981 -6.044
H 1.589 0.636 -6.518
H 1.828 -0.610 -7.755
Se -6.097 0.738 -3.396
Sb -4.713 2.485 -2.449
Se -3.031 1.100 -1.036
Se -3.097 3.495 -3.983
Se -5.724 4.018 -0.878
*
```

Results of the Löwdin charge analysis, in e, for atoms 1 through 99: 1.17, 0.04, -0.58, -0.26, -0.18, -0.05, -0.11, -0.12, -0.15, -0.66, 0.48, 0.11, 0.09, 0.09, 0.08, -0.06, -0.11, -0.12, -0.09, -0.22, 0.18, -0.19, -0.03, -0.06, -0.02, -0.13, 0.04, -0.30, 0.12, 0.13, -0.29, 0.12, -0.13, 0.00, -0.05, -0.02, -0.21, -0.07, -0.10, -0.17, -0.05, -0.19, 0.13, 0.01, 0.13, 0.13, 0.14, 0.10, 0.12, 0.11, 0.12, 0.12, 0.12, 0.11, 0.12, 0.13, 0.13, 0.11, 0.11, 0.13, -0.04, -0.56, -0.07, -0.04, -0.13, 0.02, -0.09, -0.07, -0.18, 0.07, -0.21, 0.06, -0.13, 0.01, -0.15, -0.10, -0.56, -0.06, -0.04, -0.04, 0.09, 0.10, 0.08, 0.09, 0.09, 0.09, 0.09, 0.08, 0.10, 0.12, 0.11, 0.10, 0.10, 0.11, 0.05, 0.09, 0.08, 0.09, 0.10

---

- Look up the E_tot of the second one.
  -12837.12193 hartree

---

- Which formula does entry 1 have?
  C45H44IN6P2STl

---

- Number 2 is which compound?
  C45H44N10O3ReSSbSe4